C26H34Br3N5OP | the ωB97M-V functional and the def2-TZVPD basis

Positions of all 70 atoms, in Å:
C 1.97 0.90 1.55
C 1.79 -0.28 2.45
Br 3.18 -0.52 3.67
C 0.75 -1.12 2.41
Br 0.61 -2.65 3.50
P -0.62 -0.85 1.28
C -1.83 -2.14 1.46
C -1.26 0.85 1.48
C -2.76 1.02 1.69
O -3.44 1.65 0.97
Br -3.46 0.24 3.31
H 1.74 1.83 2.08
H 3.01 0.96 1.22
H 1.35 0.85 0.66
H -0.13 -0.93 -0.03
H -2.65 -1.99 0.75
H -1.33 -3.08 1.22
H -2.20 -2.18 2.48
H -0.76 1.28 2.35
H -1.00 1.42 0.59
N -2.82 -2.07 8.22
C -2.16 -3.12 8.81
C -1.34 -3.67 7.86
C -1.51 -2.93 6.66
C -2.44 -1.95 6.92
H -3.49 -1.48 8.68
H -2.33 -3.37 9.84
H -0.69 -4.52 8.02
H -1.02 -3.11 5.72
H -2.85 -1.18 6.29
N -0.41 -3.36 -3.13
C -1.47 -4.13 -2.71
C -1.22 -4.51 -1.42
C 0.04 -3.97 -1.05
C 0.52 -3.27 -2.13
H -0.31 -2.94 -4.04
H -2.29 -4.33 -3.37
H -1.87 -5.13 -0.81
H 0.56 -4.10 -0.11
H 1.43 -2.72 -2.27
N -2.80 -1.12 -4.44
C -3.12 -1.79 -5.59
C -3.38 -0.86 -6.56
C -3.21 0.43 -5.97
C -2.86 0.23 -4.66
H -2.56 -1.55 -3.57
H -3.14 -2.87 -5.63
H -3.66 -1.07 -7.58
H -3.33 1.38 -6.46
H -2.67 0.93 -3.87
N -0.07 2.23 -3.61
C 0.51 2.46 -2.39
C 1.43 3.46 -2.54
C 1.41 3.84 -3.91
C 0.48 3.07 -4.54
H -0.78 1.55 -3.80
H 0.21 1.89 -1.53
H 2.06 3.86 -1.76
H 2.02 4.61 -4.37
H 0.16 3.05 -5.57
N 4.55 5.09 -0.23
C 5.12 4.26 0.69
C 6.40 4.00 0.28
C 6.60 4.71 -0.94
C 5.44 5.37 -1.22
H 3.61 5.45 -0.18
H 4.58 3.93 1.57
H 7.12 3.38 0.80
H 7.50 4.73 -1.53
H 5.18 6.01 -2.05

E_LUMO ... -3.67 eV
Gap between HOMO and LUMO ... 6.43 eV
Multiplicity ... 1
Net charge ... +1

And the natural (NBO) charges, in e, turn out to be: C -0.68; C 0.00; Br 0.20; C -0.57; Br 0.18; P 1.34; C -0.98; C -0.85; C 0.50; O -0.44; Br 0.02; H 0.25; H 0.28; H 0.21; H 0.05; H 0.28; H 0.30; H 0.30; H 0.30; H 0.29; N -0.50; C -0.06; C -0.31; C -0.30; C -0.09; H 0.42; H 0.22; H 0.23; H 0.20; H 0.20; N -0.51; C -0.08; C -0.31; C -0.34; C -0.08; H 0.43; H 0.22; H 0.23; H 0.22; H 0.22; N -0.52; C -0.08; C -0.29; C -0.28; C -0.11; H 0.41; H 0.21; H 0.23; H 0.23; H 0.19; N -0.51; C -0.09; C -0.29; C -0.30; C -0.06; H 0.41; H 0.17; H 0.21; H 0.23; H 0.22; N -0.51; C -0.10; C -0.29; C -0.30; C -0.07; H 0.41; H 0.20; H 0.22; H 0.23; H 0.22



C26H34Br48N2OP | the ωB97M-V functional and the def2-TZVPD basis

Positions of all 112 atoms, in Å:
C -1.04 1.53 0.66
C -0.22 0.69 -0.44
P 0.16 -1.11 0.10
C -1.12 -1.72 1.35
C -0.51 -2.36 2.69
N 1.81 -1.05 0.77
C 2.80 -1.72 -0.02
N 4.04 -1.52 0.69
C 3.82 -0.74 1.90
C 4.89 -0.26 2.97
C 4.16 -0.48 4.51
C 3.11 0.77 4.94
O 4.58 0.52 5.56
C 2.31 -0.42 1.98
H -0.62 1.26 1.70
H -2.16 1.23 0.60
H -0.97 2.67 0.50
H 0.82 1.20 -0.55
H -0.72 0.71 -1.47
H -1.86 -0.91 1.66
H -1.71 -2.56 0.82
H 0.18 -3.25 2.52
H -1.42 -2.77 3.29
H -0.03 -1.58 3.40
H 2.71 -2.30 -1.00
H 4.95 -1.88 0.31
H 5.16 0.84 2.92
H 5.83 -0.91 2.99
H 3.86 -1.59 4.84
H 2.65 0.57 5.98
H 3.40 1.82 4.60
H 1.70 0.18 2.73
C 4.16 -1.90 -4.45
Br 5.90 -2.59 -3.96
Br 3.11 -1.43 -2.88
Br 4.29 -0.42 -5.69
H 3.63 -2.70 -4.96
C 8.36 -2.55 -0.23
Br 7.88 -0.72 -0.67
Br 9.89 -2.62 0.97
Br 6.85 -3.55 0.46
H 8.67 -3.03 -1.16
C -5.86 1.76 0.93
Br -5.10 2.50 2.55
Br -5.79 3.03 -0.54
Br -5.06 0.06 0.46
H -6.92 1.57 1.13
C 11.53 1.68 -1.58
Br 10.05 1.43 -2.82
Br 10.98 2.66 0.00
Br 12.38 -0.01 -1.13
H 12.27 2.28 -2.09
C 8.02 3.14 -6.51
Br 7.39 2.01 -5.06
Br 8.97 4.70 -5.85
Br 9.07 2.14 -7.79
H 7.14 3.50 -7.04
C 6.90 0.49 -11.08
Br 8.64 -0.21 -10.58
Br 5.84 0.96 -9.52
Br 7.06 1.98 -12.32
H 6.37 -0.30 -11.60
C 15.80 2.39 -2.64
Br 14.33 2.14 -3.88
Br 15.25 3.37 -1.06
Br 16.65 0.70 -2.18
H 16.55 2.99 -3.15
C -9.11 -1.44 -0.22
Br -8.63 -0.24 -1.67
Br -8.45 -3.23 -0.52
Br -8.54 -0.74 1.51
H -10.20 -1.50 -0.20
C -7.86 -5.97 2.97
Br -7.93 -6.97 1.30
Br -6.07 -5.31 3.33
Br -9.17 -4.55 3.01
H -8.11 -6.67 3.77
C -4.68 2.74 6.82
Br -5.63 1.22 6.10
Br -4.43 2.59 8.74
Br -3.00 3.04 5.90
H -5.30 3.62 6.65
C -12.70 -3.29 -1.90
Br -12.21 -2.09 -3.34
Br -12.03 -5.09 -2.21
Br -12.14 -2.60 -0.17
H -13.78 -3.35 -1.89
C -8.16 3.41 11.28
Br -7.70 4.61 9.82
Br -7.50 1.61 10.97
Br -7.58 4.11 12.99
H -9.25 3.36 11.30
C 14.12 -0.18 3.13
Br 13.02 0.30 4.65
Br 13.51 -1.82 2.29
Br 14.25 1.27 1.85
H 15.12 -0.36 3.50
C -7.90 6.83 0.78
Br -8.86 5.31 0.05
Br -7.65 6.68 2.70
Br -6.22 7.14 -0.14
H -8.52 7.71 0.61
C -7.14 -1.04 -5.62
Br -6.57 0.71 -5.01
Br -8.79 -1.60 -4.75
Br -7.28 -1.13 -7.55
H -6.37 -1.75 -5.32
C -16.17 -3.11 -4.68
Br -16.56 -4.21 -3.13
Br -15.63 -1.32 -4.17
Br -14.87 -3.95 -5.85
H -17.10 -3.02 -5.24

ΔE to the lowest compared entry with this formula, charge and spin ... 4.758 eV
E_LUMO ... -2.91 eV
Gap between HOMO and LUMO ... 8.10 eV
Multiplicity ... 1
Net charge ... +1

Atom charges from the Löwdin analysis, given in e for atoms 1 to 99: C -0.17; C -0.39; P 0.99; C -0.40; C -0.17; N -0.27; C -0.16; N 0.10; C -0.12; C -0.05; C -0.19; C -0.02; O -0.20; C 0.03; H 0.07; H 0.04; H 0.08; H 0.08; H 0.09; H 0.06; H 0.09; H 0.08; H 0.09; H 0.07; H -0.01; H 0.04; H 0.13; H 0.12; H 0.17; H 0.12; H 0.12; H 0.12; C -1.56; Br 0.58; Br 0.70; Br 0.58; H -0.02; C -1.57; Br 0.55; Br 0.58; Br 0.60; H -0.02; C -1.60; Br 0.54; Br 0.54; Br 0.53; H -0.08; C -1.60; Br 0.51; Br 0.55; Br 0.51; H -0.11; C -1.59; Br 0.51; Br 0.57; Br 0.54; H -0.03; C -1.60; Br 0.54; Br 0.53; Br 0.57; H -0.03; C -1.58; Br 0.61; Br 0.56; Br 0.57; H -0.03; C -1.61; Br 0.53; Br 0.54; Br 0.58; H -0.18; C -1.61; Br 0.56; Br 0.55; Br 0.54; H -0.03; C -1.60; Br 0.54; Br 0.55; Br 0.54; H -0.02; C -1.55; Br 0.53; Br 0.58; Br 0.67; H -0.06; C -1.61; Br 0.54; Br 0.54; Br 0.57; H -0.03; C -1.59; Br 0.57; Br 0.53; Br 0.52; H -0.02; C -1.61; Br 0.54



C26H34Cl16FN2NbO4PS4 | the ωB97M-V functional and the def2-TZVPD basis

Positions of all 89 atoms, in Å:
C -1.66 1.53 2.39
C -1.17 1.87 0.95
Nb -0.46 0.16 -0.35
C -1.38 1.30 -2.11
C -0.31 2.15 -2.84
C -0.86 2.82 -4.15
S 0.30 4.17 -4.61
C 1.94 3.54 -4.36
S 2.45 2.09 -4.91
N 2.85 4.42 -3.66
C 3.59 3.70 -2.62
C 4.39 4.73 -1.75
O 4.57 5.98 -2.41
C 4.95 5.77 -3.76
C 3.85 4.98 -4.56
C -2.47 -0.81 0.06
C -2.55 -2.31 -0.11
O -2.80 -2.79 -1.21
C -2.41 -3.19 1.12
C -1.59 -4.30 1.24
C -1.48 -5.04 2.42
C -2.20 -4.64 3.54
C -3.06 -3.53 3.45
C -3.15 -2.82 2.26
C 0.10 -1.39 -1.92
C 0.47 -2.82 -1.46
C -0.07 -3.87 -2.50
F 1.88 -2.94 -1.61
N 1.37 1.25 -0.71
C 2.35 0.56 -0.84
S 3.64 -0.16 -1.44
P 0.75 -1.00 1.64
O -0.18 -1.70 2.80
O 1.94 -2.08 1.32
S 1.69 0.48 2.57
H -0.91 1.85 3.14
H -2.55 2.14 2.62
H -1.88 0.48 2.61
H -1.99 2.41 0.44
H -0.35 2.61 1.04
H -1.84 0.58 -2.82
H -2.18 1.96 -1.74
H 0.03 2.98 -2.20
H 0.51 1.50 -3.16
H -1.85 3.24 -3.93
H -0.86 2.05 -4.93
H 2.90 3.18 -1.93
H 4.35 3.01 -3.03
H 5.41 4.34 -1.54
H 3.91 4.91 -0.79
H 5.14 6.74 -4.24
H 5.91 5.23 -3.78
H 3.40 5.68 -5.28
H 4.41 4.20 -5.14
H -2.92 -0.51 1.02
H -3.12 -0.38 -0.72
H -0.98 -4.62 0.40
H -0.78 -5.89 2.43
H -2.09 -5.20 4.46
H -3.66 -3.16 4.33
H -3.80 -1.94 2.19
H -0.79 -1.49 -2.57
H 0.90 -1.06 -2.61
H 0.19 -3.10 -0.44
H 0.75 -4.56 -2.76
H -0.91 -4.45 -2.09
H -0.35 -3.38 -3.44
H -0.26 -1.03 3.51
H 2.74 -1.66 0.97
C 5.69 6.90 1.95
Cl 5.16 8.58 2.17
Cl 4.68 5.83 2.92
Cl 5.55 6.46 0.25
Cl 7.38 6.75 2.47
C -3.02 -2.98 7.79
Cl -2.81 -3.24 6.05
Cl -4.40 -1.91 8.06
Cl -3.32 -4.53 8.60
Cl -1.56 -2.24 8.47
C -1.33 -9.12 4.29
Cl -2.13 -10.31 3.25
Cl 0.33 -9.63 4.60
Cl -1.33 -7.54 3.48
Cl -2.21 -9.00 5.82
C -5.69 0.65 -2.42
Cl -5.12 1.78 -1.18
Cl -5.42 1.34 -4.02
Cl -4.80 -0.87 -2.27
Cl -7.42 0.34 -2.19

ΔE to the lowest compared entry with this formula, charge and spin ... 0.831 eV
E_LUMO ... 1.08 eV
Gap between HOMO and LUMO ... 6.53 eV
Multiplicity ... 1
Net charge ... -1

And the Löwdin charges, in e, turn out to be: C -0.24; C -0.41; Nb 1.73; C -0.33; C -0.39; C -0.46; S 0.86; C -1.06; S 0.73; N -0.21; C -0.18; C -0.25; O -0.20; C -0.18; C -0.18; C -0.25; C -0.45; O 0.00; C -0.15; C -0.02; C -0.16; C -0.17; C -0.18; C -0.03; C -0.29; C -0.43; C -0.05; F -0.11; N -0.10; C -0.98; S 0.65; P 0.14; O -0.31; O -0.32; S 0.22; H 0.03; H 0.06; H 0.02; H 0.02; H 0.03; H 0.04; H 0.01; H 0.09; H 0.03; H 0.08; H 0.07; H 0.10; H 0.10; H 0.11; H 0.08; H 0.12; H 0.12; H 0.12; H 0.11; H 0.04; H -0.03; H 0.11; H 0.01; H 0.05; H 0.00; H 0.12; H 0.04; H 0.05; H 0.07; H 0.07; H 0.06; H 0.07; H 0.02; H 0.01; C -2.03; Cl 0.51; Cl 0.53; Cl 0.64; Cl 0.51; C -2.00; Cl 0.67; Cl 0.52; Cl 0.51; Cl 0.52; C -2.01; Cl 0.52; Cl 0.52; Cl 0.65; Cl 0.52; C -2.02; Cl 0.54; Cl 0.51; Cl 0.62; Cl 0.51



C26H34N2NiO2Sb | the ωB97M-V functional and the def2-TZVPD basis

Positions of all 66 atoms, in Å:
Ni -1.10 0.31 -0.28
C -2.29 3.40 -0.21
O -1.20 2.46 -0.27
C 0.05 2.95 -0.64
C 0.47 4.22 -0.33
C 1.75 4.61 -0.71
C 2.58 3.72 -1.39
C 2.13 2.44 -1.70
C 0.86 2.06 -1.32
N 0.28 0.78 -1.56
N 0.70 0.19 -2.61
C 0.20 -1.00 -2.99
C -0.82 -1.70 -2.30
O -1.30 -1.33 -1.15
C -1.35 -2.90 -2.87
C -0.88 -3.36 -4.05
C 0.17 -2.70 -4.77
C 0.63 -3.22 -6.00
C 1.64 -2.58 -6.68
C 2.20 -1.41 -6.15
C 1.75 -0.89 -4.96
C 0.72 -1.52 -4.25
H -2.24 3.97 0.72
H -2.24 4.07 -1.07
H -3.21 2.82 -0.24
H -0.17 4.91 0.20
H 2.10 5.60 -0.48
H 3.58 4.02 -1.68
H 2.76 1.74 -2.23
H -2.13 -3.41 -2.32
H -1.29 -4.27 -4.47
H 0.19 -4.12 -6.39
H 1.99 -2.98 -7.62
H 3.00 -0.91 -6.68
H 2.19 0.01 -4.56
C -0.32 0.18 5.19
C -0.25 1.07 3.94
C -1.35 2.13 3.92
Sb -0.27 -0.01 2.10
C 1.50 -1.19 1.96
C 1.78 -2.10 3.15
C 2.68 -0.27 1.66
C -1.87 -1.48 2.12
C -3.09 -0.84 1.45
C -2.28 -2.12 3.45
H -0.14 0.80 6.07
H 0.41 -0.62 5.19
H -1.31 -0.26 5.30
H 0.73 1.56 3.91
H -2.34 1.67 3.94
H -1.29 2.77 3.05
H -1.27 2.76 4.81
H 1.28 -1.80 1.08
H 2.07 -1.53 4.03
H 2.62 -2.77 2.92
H 0.93 -2.73 3.42
H 2.93 0.35 2.53
H 2.49 0.40 0.81
H 3.57 -0.86 1.42
H -1.46 -2.24 1.46
H -3.52 -0.04 2.06
H -3.87 -1.58 1.27
H -2.91 -0.40 0.45
H -2.77 -1.39 4.10
H -1.43 -2.54 3.99
H -2.99 -2.92 3.27

ΔE to the lowest compared entry with this formula, charge and spin ... 0.414 eV
E_LUMO (spin up / spin down) ... -3.38 / -3.64 eV
Gap between HOMO and LUMO (spin up / spin down) ... 7.03 / 6.80 eV
Multiplicity ... 3
Net charge ... +1

And the natural (NBO) charges, in e, turn out to be: Ni 1.23; C -0.25; O -0.59; C 0.34; C -0.28; C -0.18; C -0.21; C -0.19; C 0.02; N -0.39; N -0.11; C 0.01; C 0.41; O -0.80; C -0.30; C -0.07; C -0.13; C -0.17; C -0.22; C -0.17; C -0.23; C 0.06; H 0.19; H 0.21; H 0.21; H 0.23; H 0.23; H 0.23; H 0.24; H 0.23; H 0.22; H 0.22; H 0.23; H 0.22; H 0.23; C -0.63; C -0.48; C -0.63; Sb 1.00; C -0.50; C -0.63; C -0.63; C -0.52; C -0.60; C -0.62; H 0.23; H 0.22; H 0.21; H 0.23; H 0.21; H 0.21; H 0.23; H 0.23; H 0.21; H 0.23; H 0.21; H 0.21; H 0.21; H 0.23; H 0.23; H 0.21; H 0.24; H 0.15; H 0.21; H 0.22; H 0.22